[1]
ORCA calculation (ωB97M-V with the def2-TZVPD basis set) on a 2-piece molecular cluster, C2H3F2OP overall in a non-equilibrium geometry.

Last column: natural (NBO) charge in e.
Atoms and positions in Å:
C: -1.3997 1.0095 2.0723  -0.199
C: -1.5301 0.9058 0.9059  -0.262
O: 0.9671 -1.0664 -0.1158  -1.026
F: 0.2929 -0.6800 -2.3697  -0.592
F: 2.3252 -0.2036 -1.5682  -0.596
P: 0.8492 0.1697 -0.9944  1.676
H: -1.4782 0.9871 3.1278  0.236
H: 1.4254 -1.7830 -0.9352  0.556
H: -1.4519 0.6610 -0.1226  0.207

## Properties
Spin multiplicity: 3
LUMO (alpha / beta) (eV): 0.3 / -4.7
E (eV): -18886.7763
Kohn-Sham gap (alpha / beta) (eV): 6.4335 / 6.4840
Energy relative to the best compared isomer or geometry (same formula, charge and spin) (kcal/mol): 94.9

=====

[2]
ORCA calculation (ωB97M-V with the def2-TZVPD basis set) on a 2-piece molecular cluster, C2H3F3IN overall in a non-equilibrium geometry.

Last column: natural (NBO) charge in e.
Atoms and positions in Å:
C: -0.8645 0.2058 -0.4872  -0.205
C: -0.8181 2.2856 0.0179  0.911
N: 0.2207 -0.4498 0.1115  -0.861
F: -1.6992 3.0079 -0.7278  -0.352
F: -1.0735 2.5706 1.2891  -0.334
F: 0.4203 2.6649 -0.2981  -0.343
I: -2.8743 -0.3816 0.0341  0.128
H: -0.8685 0.4448 -1.6144  0.239
H: 0.1822 -0.8000 1.1339  0.417
H: 1.0575 -0.4879 -0.3963  0.401

## Properties
LUMO (eV): 0.2
E (eV): -19864.0350
Kohn-Sham gap (eV): 9.0044
Energy relative to the best compared isomer or geometry (same formula, charge and spin) (kcal/mol): 48.7

=====

[3]
ORCA calculation (ωB97M-V with the def2-TZVPD basis set) on a 2-piece molecular cluster, C2H3F3O overall in a non-equilibrium geometry.

Last column: natural (NBO) charge in e.
Atoms and positions in Å:
C: 0.9300 -0.0305 0.1116  -0.779
C: -0.3011 -0.7919 0.0971  0.982
O: -1.7138 1.0271 -0.7780  -0.314
F: -0.5718 -1.6181 -0.8397  -0.258
F: -0.9577 -1.1264 1.2020  -0.279
F: -0.9920 2.0911 -0.3470  -0.188
H: 0.5057 1.0460 0.3917  0.321
H: 1.4225 -0.2665 -0.7489  0.254
H: 1.6782 -0.3308 0.9112  0.261

## Properties
LUMO (alpha / beta) (eV): -0.5 / -1.1
E (eV): -12315.8311
Kohn-Sham gap (alpha / beta) (eV): 9.0862 / 7.7226
Energy relative to the best compared isomer or geometry (same formula, charge and spin) (kcal/mol): 160.2

=====

[4]
ORCA calculation (ωB97M-V with the def2-TZVPD basis set) on C2H3F3O3S as an isolated structure in a non-equilibrium geometry.

Last column: natural (NBO) charge in e.
Atoms and positions in Å:
C: 1.7017 0.0236 -0.2027  -0.242
C: -1.9593 -0.4116 1.0251  1.161
O: -1.0966 -0.1422 0.0451  -0.880
O: 0.5108 0.4389 -2.4271  -0.785
O: 2.2675 1.1235 -0.7065  -0.668
F: -1.6932 0.2600 2.1795  -0.346
F: -3.2463 -0.1430 0.7373  -0.332
F: -1.8126 -1.7157 1.2957  -0.353
S: 0.4433 -0.6158 -1.5093  1.482
H: 0.9084 0.2303 0.4908  0.240
H: 2.3337 -0.6680 0.3139  0.224
H: 1.6425 1.6199 -1.2419  0.499

## Properties
LUMO (eV): -2.5
E (eV): -27249.8943
Kohn-Sham gap (eV): 8.2375
Energy relative to the best compared isomer or geometry (same formula, charge and spin) (kcal/mol): 60.5

=====

[5]
ORCA calculation (ωB97M-V with the def2-TZVPD basis set) on C2H3FHgLi2O as an isolated structure in a non-equilibrium geometry.

Last column: natural (NBO) charge in e.
Atoms and positions in Å:
O: 0.3275 -0.1351 -0.2896  -1.051
C: -0.7679 0.5831 -0.0230  0.137
C: -1.9688 0.0637 0.3002  -0.578
Li: -0.5582 -1.4390 -1.7096  0.968
Hg: 1.9257 -1.0752 1.1745  0.845
F: 3.6427 -0.1841 0.5000  -0.892
H: -0.6606 1.6728 -0.1215  0.165
H: -2.0910 -1.0055 0.5077  0.190
H: -2.8349 0.7132 0.4232  0.236
Li: 2.9855 0.8061 -0.7619  0.981

## Properties
Spin multiplicity: 2
LUMO (alpha / beta) (eV): -4.4 / -5.4
Charge: +1
E (eV): -11466.4276
Kohn-Sham gap (alpha / beta) (eV): 7.2695 / 6.8534
Energy relative to the best compared isomer or geometry (same formula, charge and spin) (kcal/mol): 19.7

=====

[6]
ORCA calculation (ωB97M-V with the def2-TZVPD basis set) on a 2-piece molecular cluster, C2H3FN2O2S overall in a non-equilibrium geometry.

Last column: natural (NBO) charge in e.
Atoms and positions in Å:
C: 1.2604 1.7048 0.0039  0.253
C: 0.0618 0.8815 -0.1373  -0.739
N: 2.2155 2.3627 0.0944  -0.236
N: -0.4736 -1.6787 0.9877  -0.599
O: -2.1027 -0.5831 0.0450  -0.602
O: 1.7819 -1.0015 0.4898  -0.852
F: 0.3494 -1.4606 -1.4292  -0.485
S: 0.4524 -0.8677 0.0907  2.177
H: -0.7068 0.8782 0.5422  0.306
H: -0.3706 1.1533 -1.0992  0.306
H: -2.4678 -1.3889 0.4118  0.471

## Properties
LUMO (alpha / beta) (eV): -2.7 / -2.7
E (eV): -22743.8139
Kohn-Sham gap (alpha / beta) (eV): 9.0006 / 8.6495
Energy relative to the best compared isomer or geometry (same formula, charge and spin) (kcal/mol): 44.3

=====

[7]
ORCA calculation (ωB97M-V with the def2-TZVPD basis set) on a 2-piece molecular cluster, C2H3FN4 overall in a non-equilibrium geometry.

Last column: natural (NBO) charge in e.
Atoms and positions in Å:
C: 2.2333 0.3284 0.0673  0.145
C: -0.5352 0.1430 -0.1657  0.443
N: 3.1584 0.8578 0.4466  -0.467
N: -0.4826 1.4072 -0.2514  -0.497
N: -1.6810 -0.4912 0.1803  -0.798
N: 0.5137 -0.6997 -0.5753  0.158
F: 0.5442 -1.9169 0.0535  -0.200
H: 0.4295 1.7774 -0.4976  0.384
H: -2.4720 0.0790 0.4137  0.416
H: -1.7081 -1.4851 0.3285  0.414

## Properties
Spin multiplicity: 3
LUMO (alpha / beta) (eV): 0.5 / -3.9
E (eV): -10793.1276
Kohn-Sham gap (alpha / beta) (eV): 10.1343 / 6.7399

=====

[8]
ORCA calculation (ωB97M-V with the def2-TZVPD basis set) on an isolated ion of composition C2H3FNO4P and charge -2 in a non-equilibrium geometry.

Last column: natural (NBO) charge in e.
Atoms and positions in Å:
C: 0.0043 0.2745 -0.0772  -0.745
C: -0.2746 0.3827 -1.5810  0.816
O: -0.1565 1.4964 -2.0849  -0.717
O: -0.9398 -0.5649 -2.1372  -0.789
P: 0.2735 -2.0588 -2.0459  2.345
O: -0.0875 -2.8547 -0.8401  -1.188
O: 0.1206 -2.6721 -3.4193  -1.193
N: 1.6551 -1.1908 -1.8223  -0.804
F: 2.2120 -0.6578 -3.0484  -0.360
H: -0.3806 -0.7502 0.1601  0.242
H: -0.6190 0.9972 0.6652  0.154
H: 1.0686 0.2690 0.1249  0.239

## Properties
LUMO (eV): 6.9
Charge: -2
E (eV): -23808.3252
Kohn-Sham gap (eV): 6.4824
Energy relative to the best compared isomer or geometry (same formula, charge and spin) (kcal/mol): 20.4
Structure (SMILES): CC(=O)OP([O-])([O-])=NF